# 1
{
  "formula": "C6H17N2",
  "method": "ωB97M-V with the def2-TZVPD basis set",
  "orbital_gap_ev": [9.484, 5.529],
  "multiplicity": 2,
  "homo_energy_ev": [-18.41, -18.41],
  "total_charge": 2,
  "symbols": ["N", "C", "H", "H", "H", "H", "N", "H", "H", "H", "H", "C", "H", "H", "C", "H", "H", "H", "C", "H", "H", "C", "H", "C", "H"],
  "coordinates": [[-0.88523, 3.04895, 2.36058], [-1.56038, -1.65253, -1.13584], [0.55230, -2.60150, 0.67572], [-2.00983, -2.41379, -0.49598], [2.25909, -0.39343, -0.56767], [0.44412, 1.71485, -1.58098], [0.18386, 1.21221, -0.71717], [0.99224, 0.76395, -0.24863], [2.58231, -0.98893, 1.08425], [2.68446, -2.03003, -0.35222], [-1.85113, 3.24477, 2.08689], [-0.65140, 2.00537, 0.18943], [-1.65081, 2.15097, -0.20809], [-1.98810, -1.82555, -2.12273], [2.11856, -1.23436, 0.13721], [0.25130, -2.75461, -1.60046], [-0.82092, 2.70283, 3.32267], [-1.96498, -0.67616, -0.81774], [-0.03689, -1.79244, -1.18020], [0.86846, 2.24725, 1.65582], [0.35623, -1.03500, -1.88271], [-0.17415, 2.42756, 1.40192], [-0.41012, 0.43323, -1.06185], [0.63469, -1.62185, 0.20181], [0.07635, -0.93177, 0.85598]],
  "forces_ev_per_a": [[-1.13, -1.92, -1.83], [-0.20, -0.65, -0.39], [-0.04, 0.19, 0.35], [0.04, 0.19, 0.18], [0.23, 0.08, 0.13], [0.30, 0.21, 0.23], [-0.84, 0.33, 0.46], [0.23, 0.01, -0.34], [-0.01, -0.08, 0.21], [0.06, 0.02, 0.20], [-0.03, 0.42, 0.35], [-0.27, 0.03, -1.33], [-0.08, 0.19, 0.27], [0.04, 0.04, -0.08], [-0.43, -0.01, -0.90], [-0.06, 0.05, -0.08], [0.77, 0.85, 0.25], [0.23, 0.01, 0.21], [-0.03, 0.98, 0.42], [-0.06, -0.36, 0.13], [0.20, -0.28, -0.15], [0.93, 0.67, 1.77], [0.08, -0.39, 0.06], [0.19, -0.55, -0.06], [-0.14, -0.03, -0.07]],
  "lowdin_charge": [0.299, -0.092, 0.129, 0.098, 0.061, 0.217, 0.231, 0.122, 0.085, 0.104, 0.169, 0.098, 0.170, 0.093, -0.089, 0.134, 0.189, 0.059, -0.262, 0.170, 0.096, -0.015, 0.113, -0.271, 0.091]
}

# 2
{
  "formula": "C21H13N3O10S2SbScSe4",
  "method": "ωB97M-V with the def2-TZVPD basis set",
  "orbital_gap_ev": 4.036,
  "homo_energy_ev": -1.17,
  "total_charge": -2,
  "symbols": ["C", "C", "O", "C", "C", "H", "C", "O", "H", "C", "H", "N", "C", "Se", "Sb", "Se", "C", "C", "C", "Sc", "N", "C", "C", "N", "H", "C", "C", "O", "C", "C", "C", "O", "H", "H", "H", "S", "H", "O", "H", "H", "H", "C", "H", "Se", "O", "C", "O", "C", "O", "C", "O", "H", "Se", "O", "S"],
  "coordinates": [[-2.97017, -1.24944, 3.03176], [2.75816, -3.05982, -1.47466], [0.31834, -0.46245, -1.88004], [0.96077, 1.92675, -3.60524], [-2.39871, 2.07623, 1.83661], [3.93905, -4.01958, 1.54686], [1.82068, -2.10746, -1.06719], [-2.55892, 3.38777, 2.11352], [-0.04972, -2.10230, 2.22473], [2.40535, -2.57253, 1.25676], [-1.82384, 1.55742, -5.52473], [4.45783, -4.73064, -0.97636], [3.32386, -3.48545, 0.83746], [0.93189, 2.07203, 1.81789], [0.96244, 3.18405, 5.46200], [-0.59565, 1.46394, 3.41296], [1.11140, 2.20859, -2.14204], [-4.00237, 1.19956, 3.61448], [3.49144, -3.73974, -0.54044], [-0.35291, 0.73039, -0.07376], [-3.11614, -0.24303, 1.98744], [1.95041, 1.65724, -4.53480], [1.09201, -1.39960, -2.06848], [-0.05871, 2.51292, -1.54033], [-5.04804, 0.18716, 5.24282], [-1.79272, -1.60508, 2.50479], [-0.77488, 1.58394, -5.26071], [5.04075, -5.37828, -0.12308], [-3.83394, -1.17008, 4.17821], [0.21824, 1.31959, -6.19479], [1.56453, 1.35766, -5.83438], [0.68848, -1.06105, 0.73816], [1.26371, -1.72031, -3.10909], [-0.05506, 1.07968, -7.21464], [-3.94089, -1.99442, 4.86765], [2.52513, 1.97813, -1.32242], [2.31938, 1.14673, -6.58164], [4.60609, -4.90871, -2.17574], [2.28856, -2.34296, 2.30861], [2.98836, 1.67856, -4.22936], [-4.26500, 2.19002, 3.95778], [1.58832, -1.85543, 0.32441], [2.91189, -3.25849, -2.52747], [1.45446, 1.55011, 7.15589], [-0.86349, -2.54359, 2.53973], [-3.16455, 1.05787, 2.56331], [-2.02021, 1.78315, 0.66054], [-0.36952, 1.88224, -3.97562], [-1.95089, 1.05993, -1.97688], [-4.39634, 0.03894, 4.39132], [-2.16679, 3.37838, -2.80167], [-2.44176, 3.53303, 3.06590], [-0.83084, 4.64043, 6.18040], [-1.81340, -0.66630, 1.46708], [-1.32610, 2.25432, -2.53344]],
  "forces_ev_per_a": [[0.00, 0.07, 0.06], [0.00, 0.03, -0.04], [-0.20, 0.04, 0.07], [-0.11, 0.06, 0.02], [0.27, -0.14, 0.37], [0.01, -0.01, 0.00], [0.02, -0.03, 0.06], [-0.22, -0.01, -0.06], [-0.01, -0.01, 0.00], [0.04, -0.02, 0.01], [0.00, -0.01, 0.00], [-0.30, -0.25, 0.00], [-0.02, 0.02, -0.01], [0.38, -0.12, -0.95], [0.12, 0.20, -0.12], [-0.18, -0.33, -0.02], [0.16, 0.08, -0.02], [-0.02, -0.07, 0.10], [0.10, 0.03, 0.02], [-0.40, 0.46, 1.59], [0.00, 0.05, 0.09], [-0.01, 0.01, -0.03], [0.12, 0.07, -0.05], [0.19, -0.43, -0.19], [-0.02, 0.00, -0.02], [-0.06, -0.15, -0.19], [-0.02, 0.02, 0.00], [0.11, 0.10, 0.03], [0.07, -0.08, -0.04], [0.00, 0.01, 0.00], [0.02, 0.00, 0.02], [-0.07, 0.15, -0.16], [0.00, 0.00, -0.01], [0.00, 0.00, 0.00], [-0.04, -0.02, -0.03], [0.07, 0.04, -0.10], [0.00, 0.00, 0.00], [0.09, 0.09, -0.02], [-0.02, 0.00, 0.00], [0.00, 0.00, 0.00], [0.03, 0.00, 0.02], [0.01, 0.05, -0.02], [0.00, 0.00, 0.00], [0.03, -0.20, 0.21], [0.07, 0.01, 0.04], [-0.28, 0.01, -0.31], [0.44, 0.13, -0.30], [0.08, -0.06, 0.06], [-0.08, -0.02, -0.22], [0.02, 0.09, 0.03], [0.01, 0.03, 0.01], [0.08, 0.04, 0.00], [-0.27, 0.16, 0.06], [-0.09, -0.05, -0.07], [-0.11, -0.08, 0.13]],
  "lowdin_charge": [-0.129, 0.051, -0.064, -0.237, -0.674, 0.119, -0.104, 0.063, 0.086, 0.034, 0.119, -0.368, 0.017, 0.088, -0.053, 0.265, -0.863, -0.042, -0.160, 0.856, 0.083, -0.028, -0.149, -0.186, 0.095, -0.343, -0.034, 0.052, -0.041, -0.081, -0.074, -0.150, 0.143, 0.099, 0.097, 0.695, 0.099, 0.042, 0.134, 0.100, 0.113, -0.309, 0.127, -0.459, 0.124, -0.282, -0.171, -0.214, -0.326, -0.087, -0.260, 0.090, -0.487, -0.076, 0.658]
}

# 3
{
  "formula": "C24H56N8O8",
  "method": "ωB97M-V with the def2-TZVPD basis set",
  "orbital_gap_ev": [7.460, 2.612],
  "multiplicity": 2,
  "homo_energy_ev": [-11.14, -11.13],
  "total_charge": 1,
  "symbols": ["H", "H", "H", "H", "H", "H", "O", "H", "C", "H", "O", "C", "H", "H", "H", "H", "C", "H", "H", "H", "H", "H", "H", "H", "H", "H", "H", "H", "N", "C", "H", "H", "C", "N", "C", "C", "C", "O", "H", "N", "C", "H", "N", "H", "H", "C", "C", "N", "C", "H", "H", "H", "C", "O", "H", "C", "H", "H", "H", "C", "O", "H", "H", "H", "C", "H", "H", "H", "O", "C", "H", "H", "O", "N", "C", "H", "H", "N", "H", "H", "H", "C", "H", "O", "C", "H", "C", "H", "H", "C", "C", "H", "H", "C", "H", "N"],
  "coordinates": [[13.56482, 12.35529, -16.81832], [17.05617, 12.19381, -17.08797], [23.86039, 18.09464, -20.71406], [23.97332, 16.85759, -19.30198], [23.61288, 12.69385, -23.05037], [22.94939, 19.95421, -19.60315], [21.30623, 15.78211, -19.74770], [21.36747, 18.85824, -17.31190], [15.45440, 14.22336, -18.12481], [19.93689, 19.00033, -18.30711], [14.62349, 15.13130, -18.20642], [13.03482, 15.46327, -21.69941], [27.07665, 19.50509, -19.62355], [23.65459, 12.52761, -19.06733], [23.82547, 14.45166, -26.33893], [24.94396, 16.75554, -20.79339], [20.59672, 15.51407, -20.66080], [18.38622, 19.95396, -22.55799], [20.63428, 14.04098, -25.89478], [18.44732, 16.60632, -22.26542], [21.30048, 19.60867, -20.26404], [18.41629, 17.49890, -19.84572], [17.79956, 15.88462, -19.21237], [16.53957, 14.37483, -18.23280], [12.72983, 12.37464, -23.00045], [23.28490, 15.70238, -27.28243], [21.83942, 11.35185, -22.18131], [22.46114, 16.11748, -23.57710], [13.45096, 14.35089, -22.48078], [19.24784, 20.37001, -22.03588], [12.20376, 15.88205, -22.26690], [12.36312, 13.07411, -21.34734], [13.76453, 12.43030, -17.88724], [23.09539, 12.83328, -21.09145], [23.81140, 13.28317, -22.14180], [24.46030, 17.43277, -20.08945], [14.54947, 14.38875, -23.16440], [20.11602, 22.33413, -17.47082], [20.10909, 19.94114, -16.79858], [21.26815, 20.65031, -18.43290], [23.33049, 13.33729, -19.72115], [20.57017, 18.08228, -21.66246], [15.13046, 12.95750, -17.91844], [21.40846, 22.63212, -19.00169], [13.01616, 13.05135, -18.37952], [21.92433, 20.30935, -19.70909], [18.65032, 16.47595, -19.55093], [25.40182, 18.26162, -19.39499], [26.41559, 18.89096, -20.23506], [23.82471, 15.53017, -24.36278], [21.76787, 18.29164, -23.00621], [22.04186, 21.09690, -20.45344], [12.50902, 13.26430, -22.41066], [20.45224, 14.88509, -24.00051], [20.82909, 14.96070, -21.58384], [21.29490, 20.74957, -23.50116], [11.55593, 13.55420, -22.85301], [21.02724, 12.07226, -20.86427], [22.40051, 14.11795, -27.41324], [20.92696, 21.96123, -18.27350], [21.07481, 21.96666, -23.67488], [24.08262, 14.12593, -19.74233], [13.68742, 16.33275, -21.77830], [22.12796, 20.24591, -24.01549], [20.62676, 19.56715, -17.68190], [23.08749, 17.00074, -25.01497], [22.37209, 13.66509, -19.31853], [19.34355, 16.57874, -18.71609], [24.63489, 14.21498, -22.10018], [16.18211, 11.96069, -17.69606], [20.10733, 17.80219, -23.27108], [24.45128, 17.84889, -17.66285], [15.28581, 15.40162, -23.30756], [19.28836, 15.81173, -20.65820], [22.87739, 16.02358, -24.58011], [18.62969, 14.78298, -22.35763], [25.94729, 19.54985, -20.96627], [22.16063, 15.22056, -25.56440], [22.30195, 10.99061, -20.52014], [19.32738, 20.03529, -21.00159], [12.80735, 15.29584, -20.64664], [18.34786, 15.64752, -21.75659], [14.72872, 13.34143, -23.45286], [26.06978, 19.03542, -17.38104], [22.89276, 14.83322, -26.75432], [17.37367, 15.44674, -21.31078], [22.02539, 11.79423, -21.20264], [19.05780, 21.44160, -22.09641], [13.76792, 11.40861, -18.26702], [25.29302, 18.43312, -18.06578], [21.02756, 14.68579, -25.09369], [15.69622, 11.16660, -17.12911], [16.52616, 11.56919, -18.65338], [20.74312, 18.45436, -22.67229], [27.11163, 18.20077, -20.71180], [20.48452, 19.92462, -22.73886]],
  "forces_ev_per_a": [[-0.77, -0.06, 0.01], [-0.22, 0.91, -0.09], [-0.88, -0.23, 0.08], [-0.80, 0.00, -0.66], [-0.04, 0.20, -0.14], [-0.14, -0.54, 0.29], [2.42, 0.64, 1.78], [0.21, 0.04, -0.16], [-1.50, 1.47, -0.16], [-0.18, 0.10, -0.10], [0.98, -0.46, -0.23], [-0.77, 2.45, -0.78], [-0.30, 0.12, 0.23], [0.28, -0.18, -0.17], [0.12, -0.83, -0.38], [0.21, -0.23, 0.21], [-2.27, -0.88, -1.73], [0.03, -0.65, 0.08], [-0.60, -0.31, 0.41], [-1.02, -0.25, -0.81], [0.22, -0.66, 0.35], [-0.71, 0.06, 0.04], [-0.22, 0.46, -0.14], [0.05, 0.11, 0.17], [0.82, 0.00, 0.34], [-0.74, 0.24, -0.32], [0.71, 0.36, -0.24], [-0.78, -0.22, -0.52], [-1.39, 0.08, 1.64], [0.49, 0.58, -0.64], [-0.89, -0.03, 0.65], [-0.21, -0.56, -0.15], [0.53, 0.09, 1.02], [-1.02, -0.40, 0.21], [0.79, 0.93, 0.48], [0.45, -0.01, 0.05], [2.77, 1.12, -0.68], [-0.17, 0.51, 0.49], [-0.02, 0.31, -0.34], [0.65, -0.14, -1.61], [-0.45, -0.40, -0.48], [0.19, 0.29, 0.23], [0.96, -1.11, -0.21], [0.19, 0.01, 0.08], [0.41, 0.09, 0.03], [0.01, -0.23, 0.22], [1.08, 0.18, 0.79], [0.76, 0.02, -1.41], [0.44, 0.55, 1.02], [0.34, 0.10, -0.18], [-0.04, -0.10, 0.22], [-0.29, 0.92, 0.61], [-0.45, -0.26, -0.17], [1.31, -0.08, -1.79], [0.64, -0.01, -0.04], [0.07, 2.55, -1.15], [-0.18, 0.44, 0.24], [0.14, 0.91, 0.13], [-0.14, 0.20, 0.30], [-0.71, -0.37, 0.09], [0.03, -2.94, 0.92], [-0.29, -0.06, -0.04], [0.75, -0.61, 0.17], [-0.18, -0.05, 0.32], [0.41, 0.07, 0.17], [0.09, 0.18, 0.12], [0.22, 0.41, -0.02], [0.07, -0.21, -0.05], [-1.20, -1.29, -0.21], [-0.63, -0.78, -0.12], [-0.51, 0.49, -0.60], [-0.22, 0.12, 0.18], [-1.16, -2.37, 0.08], [-1.17, -0.09, 0.52], [1.48, 0.12, -0.37], [0.01, 0.42, -0.36], [-0.05, -0.11, -0.22], [-0.89, 0.92, 2.25], [0.11, -0.23, -0.11], [-0.21, -0.10, -0.11], [-0.04, -0.46, -0.20], [1.07, -0.50, 0.34], [0.87, 0.25, -1.03], [0.40, 0.83, 0.71], [1.17, 0.20, 0.84], [-0.10, 0.39, -0.46], [0.75, -0.20, 0.56], [0.74, 0.05, 0.04], [-0.03, 0.17, -0.30], [0.37, -0.74, -0.09], [-1.21, -0.46, -0.26], [0.15, -0.26, -0.19], [0.06, -0.23, 0.02], [0.84, 0.87, -0.02], [-0.48, -0.42, -0.19], [-1.63, -1.25, 0.71]],
  "lowdin_charge": [0.099, 0.090, 0.063, 0.080, 0.133, 0.080, 0.020, 0.091, -0.359, 0.066, -0.012, -0.051, 0.088, 0.090, 0.090, 0.085, -0.382, 0.129, 0.139, 0.075, 0.043, 0.084, 0.076, 0.118, 0.094, 0.093, 0.085, 0.068, -0.208, 0.051, 0.100, 0.088, -0.025, -0.161, -0.331, -0.072, -0.338, 0.053, 0.097, -0.153, -0.027, 0.092, -0.192, 0.136, 0.086, -0.056, -0.044, -0.200, -0.036, 0.085, 0.090, 0.079, -0.043, -0.046, 0.125, -0.171, 0.095, 0.076, 0.101, -0.346, 0.166, 0.081, 0.090, 0.160, -0.019, 0.089, 0.068, 0.083, -0.038, -0.054, 0.118, 0.132, -0.045, -0.196, -0.050, 0.085, 0.082, -0.181, 0.083, 0.099, 0.095, -0.035, 0.137, 0.044, -0.030, 0.086, -0.043, 0.113, 0.087, -0.370, -0.306, 0.084, 0.088, 0.030, 0.094, -0.007]
}

no.,energy (eV)
1,-9457.7600
2,-357228.0722
3,-54085.8810